Entry from the Open Molecules 2025 dataset: a cluster of 2 separate species, C3H4FNS in total at a distorted geometry (ωB97M-V/def2-TZVPD).

Calculated values
M = 105.14 Da
E_HOMO = -7.73 eV
relative energy (zero: lowest compared OMol25 entry of this formula, charge and spin) = 355.1 kJ/mol
LUMO energy = -0.1618 eV
energy = -18214.3180 eV

Structure (XYZ):
```
10
Properties=species:S:1:pos:R:3:forces:R:3
C -0.909 0.471 1.493 0.5 1.3 2.4
C -1.818 0.172 -0.694 -1.9 -0.2 -3.1
C 2.416 -0.503 -0.359 1.3 3.7 0.6
N -1.487 0.170 0.497 1.0 0.2 0.8
F 1.329 -1.094 -0.733 -0.6 -1.5 -0.3
S 2.426 1.146 -0.292 0.3 -2.1 0.0
H -1.281 0.380 2.510 0.1 -0.9 -0.1
H -1.365 -0.546 -1.392 -0.7 0.3 0.3
H -2.617 0.912 -0.940 1.0 -0.7 -0.4
H 3.307 -1.108 -0.090 -1.0 -0.1 -0.3
```
Positions in Å, forces in eV/Å.